(1)
Computed, not measured: a single C5H8N2 molecule, with ωB97M-V with the def2-TZVPD basis set.

Last column: Mulliken charge in e.
Atoms and positions in Å:
C 2.21804 0.36611 0.08024  -0.6722
N 0.89310 -0.12727 0.21414  0.1586
C 0.35056 -1.36601 0.37389  -0.5309
C -1.01525 -1.21717 0.30772  -0.5747
C -1.27453 0.16668 0.01916  0.4741
N -2.56504 0.68414 -0.11303  -0.5599
C -0.04905 0.82630 -0.08824  -0.2981
H 2.08735 1.14775 -0.87559  0.1734
H 2.47309 1.10039 0.84507  0.2957
H 2.91780 -0.49319 0.12647  0.3012
H 0.95089 -2.25406 0.54629  0.3808
H -1.74638 -2.02095 0.37752  0.3311
H -3.21444 0.01733 -0.51039  0.2435
H -2.58598 1.56257 -0.60900  0.2274
H 0.55985 1.60738 -0.69425  0.0499

Energy relative to the best compared isomer or geometry (same formula, charge and spin) ... 189.5 kJ/mol
Kohn-Sham gap ... 8.439 eV
Strongest force on any atom ... 3.60 eV Å⁻¹
Lowest unoccupied orbital energy ... 0.03796 Ha
DFT total energy ... -8293.033 eV



(2)
Computed, not measured: a single C5H8N2 molecule, with ωB97M-V with the def2-TZVPD basis set.

Last column: Mulliken charge in e.
Atoms and positions in Å:
C 2.03256 -0.05081 -0.97879  -0.9974
C 1.17902 0.35089 0.15567  -0.1476
C -0.10200 0.95727 -0.27197  -0.4567
N -1.10219 0.89873 0.79797  -0.3535
C -1.16931 -0.42116 1.39847  -0.7245
C -1.42742 -1.50937 0.42000  0.4522
N -1.57783 -2.30660 -0.40647  -0.4399
H 1.46306 -0.85087 -1.48779  0.2760
H 2.18820 0.73007 -1.73940  0.3478
H 2.99228 -0.46606 -0.66209  0.2869
H -0.19594 -0.62066 1.85734  0.3697
H -0.48398 0.55218 -1.23299  0.3584
H 0.14774 2.01769 -0.46748  0.4067
H -2.01343 1.16238 0.43669  0.2674
H -1.93078 -0.44367 2.18085  0.3546

Energy relative to the best compared isomer or geometry (same formula, charge and spin) ... 415.5 kJ/mol
Kohn-Sham gap ... 8.304 eV
Strongest force on any atom ... 1.16 eV Å⁻¹
Lowest unoccupied orbital energy ... -0.01233 Ha
DFT total energy ... -8290.690 eV



Q: Look up the energy relative to the best compared isomer or geometry (same formula, charge and spin) of the second one.
A: 415.5 kJ/mol